No. 1
C3H3NOS | the ωB97M-V functional and the def2-TZVPD basis

```
9
Properties=species:S:1:pos:R:3
C 1.349 -0.823 0.125
C -0.198 1.085 -0.270
C 0.478 0.133 0.594
N 2.217 -1.493 -0.218
O -0.844 2.031 0.119
S -1.880 -1.543 0.069
H 0.333 1.054 -1.306
H 0.458 0.100 1.696
H -1.911 -0.544 -0.810
```

The value obtained for the HOMO energy (spin up / spin down) is -10.07 / -10.47 eV. The HOMO-LUMO gap (spin up / spin down) is 7.3 / 7.6 eV. The net charge is 0. The calculation puts the energy above the lowest of the compared OMol25 structures with the same formula, charge and spin at 80.8 kcal/mol.

---

No. 2
C3H12NO2 | the ωB97M-V functional and the def2-TZVPD basis

```
18
Properties=species:S:1:pos:R:3
C -1.350 1.301 -1.816
C -0.409 0.305 -1.184
C -0.759 -0.959 -1.085
N 0.121 -1.979 -0.455
H -1.258 2.266 -1.335
H -1.085 1.388 -2.866
H -2.379 0.952 -1.758
H 0.538 0.786 -0.975
H -1.720 -1.381 -1.318
H 0.646 -2.517 -1.147
H 0.733 -1.604 0.309
H -0.460 -2.675 0.004
H 1.326 0.362 1.668
H 2.551 -0.539 1.437
O 1.649 -0.377 1.100
H 0.766 1.087 3.786
H 0.556 2.277 2.762
O 0.534 1.308 2.875
```

The value obtained for the HOMO energy is -14.29 eV. The HOMO-LUMO gap is 11.3 eV. The net charge is +1. The calculation puts the energy above the lowest of the compared OMol25 structures with the same formula, charge and spin at 16.0 kcal/mol.

---

No. 3
C4H12O3 | the ωB97M-V functional and the def2-TZVPD basis

```
19
Properties=species:S:1:pos:R:3
C -0.720 -0.994 -0.989
C -1.114 -0.157 0.203
C -0.882 1.327 -0.054
C -2.526 -0.489 0.660
O -0.055 -0.630 -1.931
H -1.208 -1.984 -1.034
H -0.409 -0.528 0.967
H -1.266 1.942 0.757
H 0.182 1.556 -0.116
H -1.356 1.595 -0.992
H -2.642 -0.156 1.683
H -3.301 -0.095 -0.002
H -2.712 -1.569 0.665
H 2.308 1.509 2.375
H 2.139 0.498 1.222
O 1.924 0.656 2.154
H 2.839 -0.208 -1.392
H 1.459 -0.241 -0.765
O 2.394 -0.124 -0.534
```

The value obtained for the HOMO energy is -10.25 eV. The HOMO-LUMO gap is 11.0 eV. The net charge is 0. The calculation puts the energy above the lowest of the compared OMol25 structures with the same formula, charge and spin at 4.1 kcal/mol. Its SMILES is CC(C)C=O.O.O.

---

No. 4
C47H50F6N4O4S3 | the ωB97M-V functional and the def2-TZVPD basis

```
114
Properties=species:S:1:pos:R:3
C 0.691 5.410 -3.270
C -0.204 5.317 -2.033
C -1.497 6.110 -2.218
C 0.526 5.740 -0.756
C 1.065 7.026 -0.674
C 1.621 7.479 0.517
C 1.648 6.650 1.640
C 1.070 5.376 1.590
C 0.901 4.547 2.864
C 0.412 5.381 4.052
C 2.156 3.753 3.207
C 0.617 4.878 0.354
N -0.049 3.593 0.295
N -1.396 3.626 0.382
N -1.774 2.337 0.476
C -3.139 2.041 0.768
C -4.096 2.297 -0.226
C -3.741 3.038 -1.527
C -4.687 4.208 -1.803
C -3.661 2.060 -2.697
C -5.357 1.720 -0.061
C -5.650 0.977 1.083
C -4.715 0.849 2.108
C -3.448 1.408 1.986
C -2.463 1.343 3.167
C -2.038 -0.091 3.491
C -3.058 2.012 4.413
C -0.693 1.472 0.366
C -0.839 0.043 0.297
C 0.213 -0.816 0.695
C 0.088 -2.204 0.586
C -1.087 -2.740 0.055
C -1.178 -4.189 -0.309
F -2.476 -4.626 -0.350
F -0.668 -4.390 -1.578
F -0.504 -5.030 0.532
C -2.165 -1.925 -0.275
C -2.039 -0.548 -0.203
C 0.438 2.263 0.280
C 1.759 1.886 0.114
H 1.626 4.865 -3.099
H 0.182 4.957 -4.128
H 0.923 6.455 -3.514
H -0.476 4.264 -1.895
H -2.138 6.000 -1.334
H -1.279 7.178 -2.357
H -2.053 5.744 -3.092
H 1.058 7.677 -1.557
H 2.028 8.492 0.576
H 2.112 6.999 2.564
H 0.109 3.820 2.641
H -0.466 5.969 3.760
H 0.115 4.720 4.875
H 1.193 6.062 4.412
H 2.443 3.105 2.369
H 2.993 4.426 3.441
H 1.969 3.120 4.082
H -2.748 3.478 -1.371
H -4.678 4.912 -0.962
H -4.365 4.751 -2.701
H -5.715 3.859 -1.952
H -2.972 1.237 -2.466
H -4.655 1.640 -2.906
H -3.295 2.560 -3.601
H -6.104 1.851 -0.846
H -6.627 0.508 1.186
H -4.966 0.331 3.035
H -1.565 1.908 2.875
H -1.641 -0.595 2.602
H -1.246 -0.082 4.249
H -2.890 -0.666 3.880
H -3.439 3.013 4.181
H -3.883 1.409 4.812
H -2.296 2.109 5.196
H 1.124 -0.344 1.067
H 0.876 -2.869 0.902
H -3.098 -2.363 -0.612
H -2.840 0.110 -0.563
H 1.951 0.890 -0.245
H 2.484 2.692 0.146
F 4.516 -5.179 0.866
C 3.337 -5.792 0.613
F 3.567 -7.084 0.318
F 2.590 -5.711 1.748
S 2.326 -4.978 -0.743
N 2.978 -5.736 -2.110
S 2.314 -7.415 -3.015
C 0.956 -8.102 -2.020
C 1.092 -9.401 -1.533
C 0.103 -9.904 -0.685
C -0.994 -9.102 -0.334
C -1.168 -7.848 -0.927
C -0.195 -7.359 -1.800
O 1.810 -6.945 -4.281
O 3.438 -8.313 -2.923
S 3.882 -4.672 -3.072
C 4.950 -4.006 -1.824
C 4.498 -2.887 -1.124
C 5.363 -2.210 -0.278
C 6.660 -2.684 -0.097
C 7.113 -3.805 -0.815
C 6.233 -4.531 -1.626
O 4.648 -5.513 -3.946
O 3.088 -3.581 -3.551
H 1.979 -9.976 -1.801
H 0.217 -10.924 -0.296
H -1.721 -9.464 0.400
H -2.055 -7.241 -0.723
H -0.296 -6.403 -2.305
H 3.464 -2.565 -1.199
H 5.006 -1.316 0.245
H 7.313 -2.204 0.635
H 8.143 -4.141 -0.721
H 6.509 -5.485 -2.060
```

The value obtained for the HOMO energy is -6.42 eV. The HOMO-LUMO gap is 5.8 eV. The net charge is 0. The calculation puts the energy above the lowest of the compared OMol25 structures with the same formula, charge and spin at 0.0 kcal/mol.

---

No. 5
C4H7NOS | the ωB97M-V functional and the def2-TZVPD basis

```
14
Properties=species:S:1:pos:R:3
C 1.230 -1.424 0.079
C -0.053 -0.544 -0.030
C 0.123 0.907 0.276
C -0.755 1.889 -0.122
H 2.303 -0.230 -0.964
H 1.143 -1.752 1.201
H 1.052 -2.256 -0.781
H 1.030 1.190 0.865
H -0.493 2.953 -0.067
H -1.550 1.723 -0.915
H -2.715 0.352 0.633
N -1.055 -1.379 -0.013
O 2.450 -0.571 -0.114
S -2.710 -0.857 -0.048
```

The value obtained for the HOMO energy is -8.76 eV. The HOMO-LUMO gap is 8.7 eV. The net charge is 0. The calculation puts the energy above the lowest of the compared OMol25 structures with the same formula, charge and spin at 76.6 kcal/mol. Its SMILES is C=C/C(CO)=N\S.

---

No. 6
C4H5NO | the ωB97M-V functional and the def2-TZVPD basis

```
11
Properties=species:S:1:pos:R:3
N -2.296 1.178 1.284
C -1.480 0.857 0.528
C -0.469 0.407 -0.438
C 0.936 0.346 0.156
O 0.992 -1.099 0.364
C -0.434 -1.106 -0.788
H -0.537 1.035 -1.333
H 1.070 0.838 1.120
H 1.710 0.663 -0.544
H -1.136 -1.627 -0.117
H 1.644 -1.493 -0.233
```

The value obtained for the HOMO energy is -8.67 eV. The HOMO-LUMO gap is 8.9 eV. The net charge is 0. The calculation puts the energy above the lowest of the compared OMol25 structures with the same formula, charge and spin at 108.7 kcal/mol.

---

No. 7
C21H49O15PSi2 | the ωB97M-V functional and the def2-TZVPD basis

```
88
Properties=species:S:1:pos:R:3
C -7.944 -0.385 4.616
C -7.461 -1.220 3.432
C -6.466 -2.319 3.847
C -5.017 -2.021 3.473
C -4.743 -1.991 1.972
C -3.259 -1.898 1.634
C -3.001 -2.152 0.150
C -1.597 -1.830 -0.392
C -0.948 -0.548 0.176
Si 0.192 -0.740 1.645
O -0.216 -1.961 2.679
Si 0.372 -3.505 2.695
P -0.060 1.133 2.909
O 1.424 1.139 3.626
O 0.118 2.340 1.782
H -8.604 0.425 4.301
H -8.488 -1.000 5.337
H -7.097 0.066 5.140
H -8.326 -1.662 2.931
H -6.980 -0.552 2.711
H -6.526 -2.446 4.933
H -6.749 -3.279 3.403
H -4.366 -2.778 3.925
H -4.720 -1.061 3.916
H -5.162 -2.897 1.515
H -5.256 -1.135 1.520
H -2.706 -2.623 2.237
H -2.890 -0.912 1.937
H -3.200 -3.212 -0.040
H -3.737 -1.595 -0.440
H -1.685 -1.706 -1.474
H -0.932 -2.691 -0.257
H -1.727 0.194 0.389
H -0.314 -0.107 -0.606
H 1.597 -0.938 1.194
H 0.998 -3.815 1.389
H 1.373 -3.647 3.768
H -0.759 -4.426 2.915
H 1.344 1.462 4.537
H -0.105 2.044 0.888
C -0.628 -1.369 -6.180
O -0.175 -1.288 -4.823
C 0.748 -0.353 -4.607
O 1.206 0.389 -5.438
O 1.085 -0.380 -3.322
C 2.098 0.568 -2.946
H -1.366 -2.164 -6.189
H -1.075 -0.427 -6.490
H 0.201 -1.610 -6.844
H 1.758 1.584 -3.138
H 3.028 0.389 -3.482
H 2.247 0.414 -1.881
C 4.023 -0.298 -6.698
O 5.264 -0.981 -6.919
C 6.069 -0.990 -5.861
O 5.824 -0.508 -4.784
O 7.192 -1.629 -6.186
C 8.151 -1.713 -5.126
H 3.466 -0.389 -7.624
H 3.473 -0.759 -5.882
H 4.197 0.750 -6.461
H 7.735 -2.251 -4.277
H 8.453 -0.717 -4.806
H 8.994 -2.252 -5.545
C 3.310 -2.757 -0.133
O 3.847 -2.406 1.148
C 4.009 -1.094 1.334
O 3.752 -0.238 0.527
O 4.529 -0.902 2.543
C 4.729 0.479 2.882
H 3.241 -3.840 -0.129
H 2.324 -2.313 -0.268
H 3.968 -2.417 -0.931
H 3.778 1.004 2.830
H 5.445 0.944 2.207
H 5.111 0.476 3.898
C 0.017 8.570 0.045
O -0.876 7.529 0.455
C -0.542 6.945 1.607
O 0.411 7.229 2.285
O -1.443 6.005 1.877
C -1.192 5.279 3.087
H -0.384 8.939 -0.894
H 0.044 9.365 0.788
H 1.022 8.178 -0.096
H -1.201 5.948 3.945
H -0.241 4.756 3.027
H -2.001 4.559 3.167
```

The value obtained for the HOMO energy is -8.27 eV. The HOMO-LUMO gap is 8.8 eV. The net charge is 0.

---

No. 8
C4H34NO11 | the ωB97M-V functional and the def2-TZVPD basis

```
50
Properties=species:S:1:pos:R:3
C -0.772 -0.549 -0.753
C 0.626 -1.112 -0.975
N 1.014 -1.930 0.242
C 1.490 -1.071 1.344
C 0.675 -2.040 -2.190
H -1.490 -1.308 -0.471
H -1.099 -0.102 -1.709
H -0.769 0.245 -0.002
H 1.308 -0.278 -1.096
H 0.200 -2.468 0.576
H 1.809 -2.580 -0.031
H 0.912 -0.176 1.473
H 1.454 -1.593 2.333
H 2.522 -0.771 1.222
H -0.045 -2.856 -2.101
H 1.658 -2.468 -2.334
H 0.488 -1.466 -3.084
H -3.571 -1.568 -1.820
H -4.864 -2.301 -1.432
O -3.963 -2.121 -1.131
H 1.077 4.151 -1.061
H 0.629 3.085 -0.065
O 1.113 3.192 -0.935
H -4.574 0.248 2.837
H -3.423 -0.513 2.142
O -3.679 0.369 2.493
H -1.706 1.461 3.362
H -0.911 2.278 4.372
O -0.810 1.751 3.572
H -3.501 -2.039 0.534
H -3.408 -2.813 1.876
O -3.093 -2.020 1.427
H 4.046 -3.505 -0.422
H 3.707 -1.981 -0.621
O 3.328 -2.902 -0.650
H 2.529 2.230 -1.362
H 3.895 2.358 -2.087
O 3.246 1.709 -1.809
H 1.463 1.417 -3.305
H 0.615 2.085 -2.240
O 0.563 1.411 -2.941
H 3.911 0.343 -0.915
H 5.225 -0.252 -0.413
O 4.271 -0.394 -0.374
H -3.790 3.157 0.941
H -3.355 1.812 1.569
O -3.015 2.680 1.252
H -1.289 3.184 1.185
H -0.317 2.764 2.217
O -0.331 3.247 1.360
```

The value obtained for the HOMO energy is -13.23 eV. The HOMO-LUMO gap is 11.0 eV. The net charge is +1. The calculation puts the energy above the lowest of the compared OMol25 structures with the same formula, charge and spin at 0.0 kcal/mol.

---

No. 9
C6H11N | the ωB97M-V functional and the def2-TZVPD basis

```
18
Properties=species:S:1:pos:R:3
C 0.797 0.902 -0.016
C 1.671 1.443 -0.950
N 2.406 2.694 -1.062
C 0.935 -0.468 0.417
C -0.342 -1.334 0.484
C -1.546 -0.848 0.479
C -2.894 -1.517 0.814
H 0.123 1.616 0.459
H 1.720 0.804 -1.723
H 1.945 3.375 -1.568
H 3.312 2.561 -1.547
H 1.594 -0.897 -0.407
H 1.598 -0.724 1.290
H -0.123 -2.350 0.611
H -1.513 0.169 -0.057
H -2.854 -2.120 1.802
H -3.144 -2.435 0.184
H -3.685 -0.873 0.790
```

The value obtained for the HOMO energy is -8.38 eV. The HOMO-LUMO gap is 9.4 eV. The net charge is 0. The calculation puts the energy above the lowest of the compared OMol25 structures with the same formula, charge and spin at 89.3 kcal/mol. Its SMILES is C/C=C/C/C=C/N.

---

No. 10
C6H10O | the ωB97M-V functional and the def2-TZVPD basis

```
17
Properties=species:S:1:pos:R:3
C -0.976 1.197 -2.409
C -0.659 1.425 -0.932
C 1.540 -1.884 1.198
C 0.637 -1.058 1.716
O 0.291 -1.128 3.068
C 0.021 0.099 1.075
C -0.174 0.208 -0.226
H -0.078 0.802 -2.893
H -1.823 0.529 -2.540
H -1.246 2.148 -2.883
H -1.523 1.854 -0.414
H 0.099 2.216 -0.895
H 1.978 -2.720 1.715
H 1.843 -1.865 0.171
H 0.214 -2.070 3.306
H -0.089 0.972 1.716
H -0.055 -0.726 -0.775
```

The value obtained for the HOMO energy is -8.64 eV. The HOMO-LUMO gap is 9.6 eV. The net charge is 0. The calculation puts the energy above the lowest of the compared OMol25 structures with the same formula, charge and spin at 22.8 kcal/mol. Its SMILES is C=C(O)/C=C/CC.

---

No. 11
C3H10N3O | the ωB97M-V functional and the def2-TZVPD basis

```
17
Properties=species:S:1:pos:R:3
O 1.319 1.143 -2.433
C 0.524 0.530 -1.698
C -0.181 1.319 -0.587
N 0.074 2.743 -0.963
H 0.382 -0.547 -1.779
H -1.229 1.071 -0.545
H 0.350 1.143 0.351
H 0.133 3.407 -0.183
H 0.953 2.723 -1.516
H -0.684 3.025 -1.615
N 0.547 -3.142 1.416
C -0.413 -2.083 1.595
N -0.394 -0.999 0.968
H 0.038 -3.989 1.178
H 0.970 -3.412 2.301
H -1.149 -2.453 2.316
H -1.241 -0.480 1.194
```

The value obtained for the HOMO energy (spin up / spin down) is -3.67 / -8.30 eV. Its expectation value of S² is 0.75. Its spin multiplicity is 2. The HOMO-LUMO gap (spin up / spin down) is 4.3 / 8.7 eV. The net charge is 0. The calculation puts the energy above the lowest of the compared OMol25 structures with the same formula, charge and spin at 65.7 kcal/mol.

---

No. 12
C3H4NO2P | the ωB97M-V functional and the def2-TZVPD basis

```
11
Properties=species:S:1:pos:R:3
C 1.073 -0.655 0.999
C -0.809 -1.124 -0.386
C -0.135 -0.072 0.420
N 2.031 -1.116 1.354
O 0.903 3.087 -1.285
O 0.325 0.948 -0.407
P 0.212 2.513 -0.146
H -0.266 -1.413 -1.393
H -0.999 -1.924 0.280
H -1.700 -0.637 -0.775
H -0.636 0.394 1.340
```

The value obtained for the HOMO energy (spin up / spin down) is -7.27 / -12.10 eV. Its expectation value of S² is 2.01. Its spin multiplicity is 3. The HOMO-LUMO gap (spin up / spin down) is 8.0 / 8.2 eV. The net charge is 0. The calculation puts the energy above the lowest of the compared OMol25 structures with the same formula, charge and spin at 0.0 kcal/mol.